13
Properties=species:S:1:pos:R:3:mulliken_spin:R:1 method="wB97M-V/def2-TZVPD" homo_ev="-0.903 / -3.312" gap_ev="4.2 / 6.7" charge=-1 s2=3.80 multiplicity=4 de_lowest_kcal_mol=92.3
O 0.63 -2.32 -0.72 0.023
C -0.63 -1.85 -0.85 1.321
H 1.20 -1.49 -0.80 0.044
H -1.08 -1.76 0.17 0.004
C 0.08 0.01 -0.93 0.258
C -0.62 0.70 0.00 0.316
C 0.06 1.30 1.21 -0.107
O 1.42 1.49 1.04 0.054
Ni 1.91 1.03 -0.73 0.997
H -1.73 0.75 0.02 0.054
H -0.62 -0.76 -1.93 -0.018
H -0.16 0.64 2.09 0.032
H -0.46 2.26 1.44 0.023